ORCA calculation (ωB97M-V with the def2-TZVPD basis set) on 3 unconnected molecules or ions with the total composition C9H17Br5N3 in a non-equilibrium geometry.

Properties
- Maximum force: 1.06 eV/Å
- HOMO: -12.37 eV

```
! wB97M-V def2-TZVPD RIJCOSX def2/J DEFGRID3
* xyz 1 1
C 5.121 1.329 0.439
N 4.372 2.417 -0.202
C 3.189 1.954 -0.911
C 2.048 1.566 -0.001
N 1.336 0.454 -0.143
C 0.385 0.395 0.870
Br -0.840 -0.982 1.053
C 0.540 1.489 1.623
N 1.592 2.214 1.058
H 5.649 1.730 1.293
H 5.849 0.915 -0.249
H 4.493 0.512 0.805
H 4.141 3.093 0.510
H 2.868 2.670 -1.659
H 3.479 1.048 -1.430
H 1.463 -0.240 -0.860
H 0.021 1.820 2.494
H 1.960 3.091 1.383
Br -3.512 -3.158 0.919
C -2.974 -4.916 0.279
C -1.539 -4.919 -0.176
Br -1.317 -4.026 -1.892
H -3.670 -5.183 -0.509
H -3.104 -5.590 1.122
H -1.190 -5.937 -0.327
H -0.883 -4.412 0.523
Br -4.392 0.609 1.128
C -4.437 1.484 -0.607
C -3.055 1.628 -1.186
Br -2.029 3.041 -0.316
H -4.946 2.431 -0.466
H -5.039 0.841 -1.245
H -3.107 1.912 -2.234
H -2.472 0.718 -1.084
*
```



ORCA calculation (ωB97M-V with the def2-TZVPD basis set) on 2 unconnected molecules or ions with the total composition C3H8NS in a non-equilibrium geometry.

Properties
- Maximum force: 3.54 eV/Å
- Energy above the lowest of the compared OMol25 structures with the same formula, charge and spin: 36.8 kcal per mole
- HOMO: -12.30 eV

```
! wB97M-V def2-TZVPD RIJCOSX def2/J DEFGRID3
* xyz 1 1
C -3.216 -0.395 -2.491
C 1.271 -0.155 1.193
C 1.317 -1.583 0.860
N 0.247 0.603 1.127
S -2.416 0.285 -1.247
H -2.743 -1.285 -3.031
H -3.936 0.343 -2.912
H 2.107 0.292 1.692
H 0.377 -1.722 0.506
H 1.348 -2.143 1.808
H 2.166 -2.061 0.219
H -0.589 0.154 0.911
H 0.136 1.584 1.259
*
```



ORCA calculation (ωB97M-V with the def2-TZVPD basis set) on a molecular structure, C55H77BrN10O4PSSbSiTeV in a non-equilibrium geometry.

Properties
- Maximum force: 1.84 eV/Å
- Energy above the lowest of the compared OMol25 structures with the same formula, charge and spin: 4.1 kcal per mole
- HOMO (alpha / beta): -0.74 / -1.95 eV
- Expectation value of S²: 3.839

```
! wB97M-V def2-TZVPD RIJCOSX def2/J DEFGRID3
* xyz -2 4
V 0.830 0.315 -0.283
Br 1.080 -1.851 -8.932
C 2.031 -0.439 -8.061
C 3.391 -0.288 -8.294
C 4.082 0.736 -7.668
C 3.442 1.632 -6.786
C 2.059 1.444 -6.580
C 1.359 0.429 -7.214
N 4.175 2.684 -6.293
N 3.790 3.409 -5.256
C 3.082 2.973 -4.167
C 2.597 3.998 -3.326
C 1.851 3.773 -2.169
C 1.573 2.488 -1.753
O 0.850 2.141 -0.661
C 2.111 1.425 -2.509
N 1.844 0.190 -1.968
C 2.282 -0.883 -2.606
C 3.141 -0.788 -3.698
C 3.459 0.448 -4.218
C 2.873 1.610 -3.689
H 3.905 -0.969 -8.961
H 5.147 0.860 -7.834
H 1.533 2.120 -5.924
H 0.296 0.309 -7.036
H 2.817 5.013 -3.638
H 1.485 4.607 -1.579
H 1.964 -1.835 -2.215
H 3.548 -1.690 -4.137
H 4.167 0.521 -5.029
N -2.082 3.418 -7.388
C -1.950 2.452 -6.382
C -2.585 1.215 -6.499
C -2.402 0.237 -5.536
C -1.579 0.485 -4.449
C -0.944 1.710 -4.320
C -1.133 2.692 -5.277
S -1.361 -0.804 -3.250
O -2.530 -1.649 -3.325
O -0.106 -1.447 -3.556
N -1.205 -0.109 -1.776
C -2.212 0.780 -1.470
N -2.100 1.418 -0.295
C -2.957 2.397 -0.045
C -3.992 2.753 -0.887
C -4.107 1.964 -2.020
N -3.248 1.008 -2.319
H -2.925 3.363 -7.932
H -1.846 4.355 -7.113
H -3.228 1.025 -7.354
H -2.903 -0.723 -5.608
H -0.315 1.913 -3.461
H -0.632 3.649 -5.168
H -2.819 2.921 0.898
H -4.681 3.552 -0.654
H -4.926 2.103 -2.724
O 0.815 -1.623 0.023
P 0.905 -2.727 1.086
N 2.315 -3.579 0.704
C 3.364 -3.058 -0.188
C 4.675 -3.440 0.496
C 4.319 -4.741 1.221
C 2.884 -4.495 1.697
N 0.808 -2.221 2.530
C 0.659 0.529 3.728
C 0.060 -0.430 4.759
C 0.897 -1.716 4.921
C 0.631 -2.774 3.839
N -0.347 -3.771 0.658
C -0.687 -4.897 1.553
C -0.970 -6.080 0.617
C -1.316 -5.408 -0.719
C -0.362 -4.223 -0.746
H 3.273 -1.982 -0.327
H 3.302 -3.533 -1.175
H 4.944 -2.674 1.224
H 5.491 -3.551 -0.218
H 4.990 -4.965 2.052
H 4.348 -5.582 0.520
H 2.881 -4.052 2.700
H 2.318 -5.433 1.747
H 1.085 -0.069 2.924
H 1.446 1.154 4.154
H -0.952 -0.719 4.464
H -0.007 0.073 5.726
H 0.675 -2.170 5.894
H 1.964 -1.459 4.908
H -0.402 -3.138 3.987
H 1.284 -3.634 4.052
H -1.577 -4.650 2.141
H 0.113 -5.116 2.267
H -1.777 -6.709 0.999
H -0.077 -6.702 0.503
H -2.352 -5.055 -0.704
H -1.185 -6.067 -1.579
H -0.680 -3.417 -1.409
H 0.638 -4.551 -1.066
C -3.297 -2.564 4.660
C -3.564 -2.853 3.173
Sb -2.620 -1.373 1.863
C -3.383 -2.225 0.021
C -4.755 -2.892 0.093
C -4.299 0.038 2.039
C -5.535 -0.351 2.854
H -3.873 -3.228 5.313
H -3.561 -1.535 4.927
H -2.239 -2.697 4.905
H -4.636 -2.864 2.973
H -3.167 -3.839 2.909
H -2.618 -2.920 -0.333
H -3.406 -1.400 -0.693
H -4.748 -3.771 0.743
H -5.074 -3.213 -0.905
H -5.514 -2.201 0.472
H -4.589 0.267 1.010
H -3.860 0.948 2.453
H -6.018 -1.251 2.467
H -6.281 0.452 2.828
H -5.293 -0.536 3.904
C -1.177 6.307 7.228
C -1.100 5.274 6.131
C -0.484 5.552 4.917
C -0.366 4.591 3.917
C 0.271 4.986 2.600
C -0.866 3.296 4.141
Te -0.647 1.819 2.603
C -1.569 3.026 5.323
C -2.305 1.726 5.584
C -1.660 4.017 6.302
H -0.770 7.263 6.897
H -0.608 5.982 8.103
H -2.209 6.465 7.549
H -0.088 6.548 4.737
H 0.608 6.025 2.626
H -0.441 4.876 1.777
H 1.118 4.344 2.358
H -2.342 1.105 4.692
H -3.329 1.942 5.902
H -1.827 1.150 6.380
H -2.197 3.793 7.222
C 3.141 2.505 1.660
Si 3.008 0.780 0.867
C 3.746 -0.330 2.258
C 4.479 0.889 -0.345
H 4.145 2.657 2.078
H 2.411 2.632 2.466
H 2.954 3.282 0.908
H 4.810 -0.522 2.074
H 3.222 -1.291 2.330
H 3.656 0.160 3.237
H 5.403 1.075 0.217
H 4.338 1.711 -1.056
H 4.617 -0.028 -0.935
*
```



ORCA calculation (ωB97M-V with the def2-TZVPD basis set) on 2 unconnected molecules or ions with the total composition C4H7NO in a non-equilibrium geometry.

Properties
- Maximum force: 1.23 eV/Å
- Energy above the lowest of the compared OMol25 structures with the same formula, charge and spin: 68.7 kcal per mole
- HOMO: -8.65 eV

```
! wB97M-V def2-TZVPD RIJCOSX def2/J DEFGRID3
* xyz 0 1
C -0.326 1.806 0.011
C -0.079 0.392 -0.424
C 0.986 -0.302 -0.039
O 2.005 0.296 0.647
C -2.169 -1.709 0.507
N -1.452 -2.395 -0.124
H -1.373 2.078 -0.146
H -0.106 1.908 1.079
H 0.302 2.526 -0.524
H -0.824 -0.100 -1.037
H -0.699 -2.755 -0.674
H 1.103 -1.371 -0.222
H 2.630 -0.372 0.946
*
```



ORCA calculation (ωB97M-V with the def2-TZVPD basis set) on a molecular structure, C5H11FGdO3 in a non-equilibrium geometry.

Properties
- Maximum force: 6.64 eV/Å
- HOMO (alpha / beta): -10.50 / -13.70 eV
- Expectation value of S²: 16.783

```
! wB97M-V def2-TZVPD RIJCOSX def2/J DEFGRID3
* xyz 1 8
F 5.713 -0.009 0.469
C 2.951 -0.193 0.093
H 3.261 0.860 0.135
H 3.185 -0.765 1.001
H 3.226 -0.676 -0.850
C -2.768 -1.065 -1.306
O -1.631 -1.495 -1.985
C -2.480 0.185 -0.475
O -1.276 -0.089 0.251
C -0.578 1.012 0.821
C 0.801 0.510 1.177
O 1.361 -0.169 0.039
Gd 0.003 -1.316 -1.133
H -3.154 -1.851 -0.625
H -3.593 -0.813 -1.998
H -3.293 0.422 0.227
H -2.299 1.054 -1.130
H -1.098 1.384 1.715
H -0.517 1.825 0.080
H 0.765 -0.191 2.027
H 1.421 1.380 1.467
*
```



ORCA calculation (ωB97M-V with the def2-TZVPD basis set) on a molecular structure, C15H17N3O4S2 in a non-equilibrium geometry.

Properties
- Maximum force: 19.64 eV/Å
- Energy above the lowest of the compared OMol25 structures with the same formula, charge and spin: 324.2 kcal per mole
- HOMO: -7.80 eV

```
! wB97M-V def2-TZVPD RIJCOSX def2/J DEFGRID3
* xyz 0 1
C -1.796 -4.034 -0.263
H -0.932 -4.244 -1.107
H -1.342 -4.338 0.583
H -2.739 -4.519 -0.655
O -2.066 -2.817 -0.400
C -1.094 -1.972 0.139
O -0.024 -2.496 0.458
C -1.347 -0.444 0.068
C -0.385 0.437 0.502
N 0.990 0.007 0.907
C 1.824 1.171 1.306
O 1.508 2.248 1.272
C 3.279 0.211 1.441
H 3.915 1.281 1.975
H 3.184 -0.417 2.175
C 3.803 -0.233 0.415
H 3.272 -1.150 -0.071
S 4.125 0.980 -0.914
C 6.005 0.786 -0.977
N 6.245 -0.187 0.027
C 5.230 -0.812 0.535
O 5.269 -1.577 1.606
N 6.723 1.471 -1.641
H 6.319 2.121 -2.139
H 7.712 1.329 -1.895
H 1.207 -0.931 0.831
S -0.843 1.858 0.677
C -2.412 1.723 0.125
C -2.633 0.191 0.042
C -3.798 -0.441 -0.456
C -4.803 0.767 -1.079
C -4.923 1.800 -0.177
C -3.517 2.594 0.011
H -3.547 3.150 0.786
H -3.434 3.044 -0.937
H -5.637 2.721 -0.312
H -5.104 1.453 0.773
H -5.801 0.226 -0.892
H -4.500 1.072 -1.984
H -3.740 -0.999 -1.221
H -4.191 -1.032 0.469
*
```



ORCA calculation (ωB97M-V with the def2-TZVPD basis set) on 2 unconnected molecules or ions with the total composition C10H16O in a non-equilibrium geometry.

Properties
- Maximum force: 5.41 eV/Å
- Energy above the lowest of the compared OMol25 structures with the same formula, charge and spin: 53.4 kcal per mole
- HOMO (alpha / beta): -13.50 / -13.50 eV
- Expectation value of S²: 0.767

```
! wB97M-V def2-TZVPD RIJCOSX def2/J DEFGRID3
* xyz 1 2
C -0.856 -0.701 -2.405
C -2.253 1.409 0.852
C -2.260 2.193 -0.365
C -1.886 0.137 1.052
C -1.964 1.461 -1.524
C -1.660 -0.532 -0.097
C -1.562 0.131 -1.343
O -2.657 2.016 1.964
H -2.619 3.154 -0.306
H -2.598 3.022 1.933
H -1.860 -0.443 1.927
H -2.166 1.848 -2.474
H -1.424 -1.621 -0.187
H -0.447 -0.005 -3.175
H -1.583 -1.378 -2.676
H 0.039 -1.172 -2.001
C 2.818 -1.007 0.341
C 1.363 -1.559 0.485
C 3.419 -0.203 1.442
H 2.972 -0.352 -0.478
H 3.606 -1.710 0.079
H 0.694 -0.664 0.586
H 1.123 -2.061 -0.403
H 2.718 0.023 2.349
H 1.203 -2.160 1.388
H 3.568 0.825 1.320
H 4.273 -0.652 1.714
*
```



ORCA calculation (ωB97M-V with the def2-TZVPD basis set) on a single C9H7NO2 molecule in a non-equilibrium geometry.

Properties
- Maximum force: 2.96 eV/Å
- Energy above the lowest of the compared OMol25 structures with the same formula, charge and spin: 33.0 kcal per mole
- HOMO: -9.96 eV
- SMILES: CC(=O)Oc1cccc(C#N)c1

```
! wB97M-V def2-TZVPD RIJCOSX def2/J DEFGRID3
* xyz 0 1
C 0.240 -1.491 -3.402
C 0.562 -0.602 -2.136
O 1.397 0.284 -2.201
O -0.123 -1.009 -1.057
C -0.050 -0.326 0.180
C 0.075 -1.190 1.259
C 0.034 -0.586 2.559
C -0.212 0.754 2.711
C -0.370 1.536 1.602
C -0.552 2.966 1.644
N -0.577 4.090 1.876
C -0.322 1.016 0.298
H 0.652 -2.482 -3.281
H 0.751 -0.935 -4.229
H -0.815 -1.546 -3.462
H -0.049 -2.262 1.117
H 0.156 -1.153 3.448
H -0.217 1.345 3.620
H -0.579 1.591 -0.546
*
```